15
Properties=species:S:1:pos:R:3:forces:R:3 method="wB97M-V/def2-TZVPD" e_homo_ev=-9.17 homo_lumo_gap_ev=8.922 lumo_ev=-0.25
O 1.2176 -0.0589 2.0449 0.5 0.2 0.0
O 1.6414 -0.1448 -1.4420 0.1 -0.1 0.7
C 1.7307 -0.3870 -0.2630 0.4 -0.2 -0.3
C 0.2284 1.4187 0.4676 -0.3 -0.6 0.1
C -0.7481 -0.4990 0.4049 -0.6 0.4 -0.1
C -1.4200 -0.4028 -0.9235 -0.2 0.2 -0.1
C 1.0065 0.3178 0.8886 1.0 0.3 0.0
H 0.1525 1.6977 -0.5808 0.1 -0.4 0.2
H -0.1952 -1.4585 0.5107 0.1 1.0 0.0
H 0.1310 2.2521 1.1786 -0.9 -0.8 0.0
H -2.0394 0.4908 -0.9452 -0.2 -0.1 -0.3
H -2.0418 -1.2895 -1.0894 0.0 0.1 0.0
H 2.3649 -1.1711 0.1769 0.3 -0.3 -0.2
H -0.6828 -0.3569 -1.7331 -0.2 0.0 0.2
H -1.3456 -0.4087 1.3049 -0.1 0.4 0.0